No. 1
The following is a quantum chemistry calculation of a structure of composition C29H36N3O8Re at a distorted geometry, from the OMol25 dataset.

Calculated values
Charge: +1
Multiplicity: 2
Gap between HOMO and LUMO (spin up / spin down), eV: 5.66 / 6.18
Energy above the lowest of the compared OMol25 structures with the same formula, charge and spin, kcal/mol: 83.40

Each line ends with the Löwdin charge.
Atoms and positions in Å:
C: -1.65492 2.05683 -1.50319  -0.200
H: 1.14271 -2.68596 2.93840  0.128
H: 6.34475 4.05448 -4.08324  0.147
C: 2.02137 1.98103 -2.06679  -0.066
H: -2.98541 0.37606 -3.26764  0.081
C: 3.71662 3.36918 -2.93634  -0.197
H: -1.07294 -2.36637 7.34208  0.115
O: 4.33828 4.29749 -3.69789  0.054
H: -2.14273 -2.39446 -1.67856  0.092
H: -2.30525 3.04249 -3.25285  0.108
C: -1.75771 -3.07494 -0.91677  -0.221
H: 0.55993 3.69574 -0.74379  0.070
H: -0.95743 1.96289 -3.53792  0.085
H: 0.88774 -2.00916 -3.82666  0.126
C: -0.93812 -1.01947 2.88396  -0.603
C: -1.13732 2.47747 -0.23102  -0.220
C: 2.91300 1.45268 -1.13704  -0.122
H: -1.09063 -4.55791 -2.29420  0.122
C: -3.50886 0.45619 -2.31712  -0.012
H: -4.38402 -0.53588 0.20226  0.081
H: -2.58132 -3.70896 -0.57537  0.130
C: 2.46843 0.40861 -0.13222  -0.554
C: -0.39727 -1.71788 4.09299  -0.113
C: 0.64588 -2.61108 3.89345  0.066
Re: -0.70389 -0.07652 0.09698  1.689
O: 2.56672 -4.98232 5.62527  0.107
H: -1.95112 -2.24752 0.95669  0.088
O: -0.08775 -0.47178 2.10553  -0.120
H: 0.65326 -0.43184 -2.21802  0.044
C: 4.23989 1.88915 -1.08584  0.089
C: 1.03368 -3.43766 4.93747  -0.131
H: -0.67748 3.50758 -2.73339  0.082
C: 5.67871 4.34300 -3.25382  -0.135
C: 4.62432 2.84395 -1.99831  -0.177
H: 0.99869 1.64025 -2.06295  0.065
N: -1.25342 -2.26485 0.20432  -0.035
C: -1.36988 2.67718 -2.82693  -0.003
C: 2.40670 2.94857 -2.98657  0.015
O: 1.30820 -0.11297 -0.40096  -0.238
C: -0.58618 -2.43461 6.38165  -0.037
O: 5.82938 3.44214 -2.17699  0.056
H: -2.88618 2.10949 2.66144  0.096
H: -0.68615 -0.26132 -3.17081  0.072
H: -4.40094 1.06858 -2.46768  0.111
C: -0.65821 -3.96063 -1.49215  -0.183
H: -4.84268 1.07588 0.75145  0.104
H: -1.65006 3.32295 2.27676  0.089
H: 0.22241 3.57359 0.98649  0.096
O: -2.13782 -1.09456 2.61654  0.014
H: -1.16817 1.72807 2.82307  0.085
H: -0.30835 -4.65596 -0.72492  0.123
N: 2.02638 -4.46120 4.68050  -0.362
N: -0.24143 -0.84835 -2.47380  0.013
H: 1.23422 -3.85460 -2.47823  0.122
C: -0.23132 3.63504 0.00089  -0.004
C: 0.43569 -3.35015 6.18636  0.022
H: 5.92151 5.36531 -2.92408  0.146
C: -1.88643 1.81394 0.79970  -0.308
C: -2.64890 1.07752 -1.27599  -0.232
H: 1.72135 3.36175 -3.70703  0.116
C: -4.04904 0.32910 0.76726  -0.021
H: -1.84213 -0.94919 5.46951  0.124
C: -2.80683 0.89726 0.15646  -0.337
H: 4.90103 1.47647 -0.34271  0.137
C: -1.01974 -1.63609 5.33497  0.003
H: -3.86451 0.03735 1.79495  0.064
H: -0.78630 -2.51885 -3.63172  0.121
O: 2.21293 -4.74198 3.51641  0.083
H: -0.81755 4.55691 -0.05184  0.112
H: 0.76925 -4.00673 6.97461  0.126
H: -0.42577 -2.73123 0.58299  0.112
H: 1.03107 -2.63214 -1.23095  0.099
O: 3.17863 0.06068 0.78084  0.122
H: -3.83176 -0.53334 -2.00134  0.080
C: -1.90392 2.26609 2.22390  0.002
C: 0.08389 -2.14151 -3.09158  -0.224
C: 0.52121 -3.15898 -2.03895  -0.182

Cartesian forces, eV/Å:
0.8 -0.1 1.0
0.0 0.0 0.0
-0.2 0.0 0.3
0.2 -0.3 0.3
-0.1 0.0 -0.1
0.2 -0.5 0.6
0.0 0.0 0.1
-0.6 -0.1 -0.1
0.0 -0.1 0.0
0.0 0.0 0.0
-0.2 -0.3 -0.6
0.0 0.0 0.0
0.1 -0.1 -0.1
-0.2 0.1 0.1
-1.0 -0.7 0.5
-0.5 -0.5 -0.3
-0.5 -0.1 0.1
0.0 -0.1 0.0
0.2 -0.1 0.1
-0.1 -0.2 0.1
0.1 0.2 0.1
2.0 0.9 0.4
0.2 -0.1 0.0
0.1 -0.1 0.1
0.1 0.1 -2.3
0.2 -0.1 0.3
0.3 0.0 0.1
0.5 1.0 -2.0
-0.1 0.2 -0.2
0.3 0.3 -0.2
-0.9 0.8 0.2
0.1 0.1 0.0
1.0 0.7 -0.5
-0.8 0.0 -0.3
-0.1 0.0 0.0
0.2 1.1 0.9
0.1 -0.2 0.1
0.4 0.3 -0.2
-3.0 -0.6 0.2
-0.1 0.1 -0.1
0.1 -0.3 0.4
0.0 0.0 0.1
0.0 0.1 0.1
0.0 0.0 0.0
0.0 0.3 0.1
-0.1 0.1 -0.1
-0.1 0.0 0.0
0.1 0.1 0.0
-0.1 0.1 0.3
0.0 0.0 0.0
-0.1 -0.1 0.0
0.1 -0.2 -0.1
0.1 0.7 0.8
0.1 0.0 0.0
0.2 -0.1 0.0
0.3 -0.1 -0.2
-0.1 -0.3 0.0
0.3 -0.7 -0.4
0.3 -0.9 1.5
-0.1 0.1 -0.1
0.3 -0.1 0.2
-0.1 0.0 0.0
0.1 0.7 -0.4
0.2 0.0 0.1
0.0 0.0 -0.1
-0.1 -0.1 0.0
0.0 0.0 0.0
0.3 -0.2 -0.4
0.0 0.0 0.0
0.0 0.0 0.1
-0.2 0.1 0.2
0.2 0.0 0.0
-0.3 0.1 -0.2
-0.1 0.0 -0.1
0.2 -0.2 0.1
0.2 -0.6 0.0
-0.3 -0.1 -0.2

=====

No. 2
The following is a quantum chemistry calculation of an isolated molecule of C6H10O3 at a distorted geometry, from the OMol25 dataset.

Calculated values
Gap between HOMO and LUMO, eV: 7.78
Energy above the lowest of the compared OMol25 structures with the same formula, charge and spin, kcal/mol: 89.41

Each line ends with the Löwdin charge.
Atoms and positions in Å:
O: 1.28523 2.05367 -0.90345  0.059
H: 2.51316 -0.63446 0.39205  0.114
H: -1.88231 1.36536 -1.17082  0.076
O: -1.31340 0.50588 1.11956  -0.039
H: -1.42018 2.96432 -0.62595  0.100
O: 1.96473 -1.22600 0.92283  0.039
H: 0.10037 -2.26777 2.24516  0.097
C: 0.19574 1.60656 -0.67763  -0.392
H: 0.72879 0.92755 1.29559  0.161
C: -0.14073 0.52875 0.76316  -0.346
H: -0.61252 -0.86936 -1.20739  0.126
H: 1.17156 -0.43022 -1.46555  0.117
C: 0.37185 -0.71104 -0.79369  0.106
C: 0.64639 -1.17376 0.50146  -0.469
H: -1.24692 -1.86905 1.17864  0.088
C: -1.09947 2.11759 -1.23700  -0.022
H: -0.94512 2.45850 -2.26010  0.087
H: -0.11282 -3.16005 0.72029  0.096
C: -0.20432 -2.18648 1.20284  0.002

Cartesian forces, eV/Å:
0.1 -0.2 -0.1
-0.1 0.0 0.0
0.0 0.0 0.0
0.0 -0.5 0.1
0.0 0.0 0.0
-0.3 0.2 0.1
0.0 0.0 0.0
-0.7 -0.2 1.5
0.2 -0.8 0.3
-0.1 2.7 -2.0
-0.1 0.1 0.0
0.0 0.2 0.1
0.1 -0.7 1.4
0.9 -1.1 -1.5
0.0 0.0 0.0
0.1 -0.1 -0.3
0.0 0.0 0.0
0.1 0.1 0.0
-0.3 0.4 0.3

=====

No. 3
The following is a quantum chemistry calculation of an isolated molecule of C27H37FN2S2 at a distorted geometry, from the OMol25 dataset.

Calculated values
Gap between HOMO and LUMO, eV: 7.76
SMILES string: [H]/N=C/Cc1c(S)cc(CCCF)c2c1Sc1cc([C@H](C)CC)cc(CCCCCC)c1N2

Each line ends with the Löwdin charge.
Atoms and positions in Å:
C: -4.98749 -2.04010 1.38720  -0.122
C: -1.54531 0.92963 0.01404  -0.084
C: 3.60962 0.22758 0.51342  -0.191
C: -5.37288 -0.54665 -0.82246  -0.335
C: -2.85595 -1.03490 -1.91925  -0.026
C: -3.10036 0.69001 0.07084  0.019
C: 5.78319 -0.15988 1.85814  -0.164
H: -7.27430 0.18775 0.10866  0.088
C: -5.65629 -1.96510 -0.09304  -0.211
H: 1.68124 4.82968 1.23312  0.100
H: -3.85669 -1.81599 1.36298  0.074
H: 4.62662 -5.24222 -3.28347  -0.129
C: 1.36347 -1.80123 -2.33658  -0.349
S: -0.25849 -1.69922 -3.21508  0.877
H: -1.11548 1.58104 2.11178  0.120
H: 1.97090 5.36286 2.98914  0.101
C: 2.18979 3.14924 2.69686  -0.132
H: -3.73847 1.24555 0.84361  0.091
C: -6.18971 0.56598 -0.00451  -0.110
H: 0.90047 -6.88169 -2.25760  0.046
C: -3.79678 -0.29851 -0.89529  -0.144
C: 1.99887 -4.07243 -3.82040  -0.187
C: 2.33255 -2.98448 -2.70333  -0.181
H: 1.47180 2.27538 2.54241  0.051
C: -0.61584 0.15994 -0.99476  -0.144
H: -5.76464 -0.51254 -1.90654  0.141
H: 0.27032 -5.66070 -3.86375  0.116
H: -0.34482 5.17208 0.52521  0.103
C: -1.81111 3.39174 0.82853  -0.197
H: -5.78724 0.69413 1.06275  0.062
C: -0.12469 4.49603 2.64333  -0.210
H: -6.14527 1.60940 -0.49123  0.092
H: -1.83061 5.49888 1.55497  0.108
H: 1.01673 0.58651 0.08674  0.096
H: 2.51350 3.21482 3.79106  0.081
H: -5.44072 -1.25333 2.09981  0.071
C: 3.68951 -3.11800 -1.95317  -0.490
C: 1.23100 -5.36697 -3.28988  -0.211
N: 0.83085 0.44319 -0.92844  0.033
H: -5.12263 -3.07019 1.86815  0.072
H: -0.32912 5.42503 3.30386  0.102
C: 1.47871 4.55741 2.33462  -0.239
C: -0.98508 2.01986 1.06640  -0.175
H: -5.27990 -2.84507 -0.72907  0.109
H: -1.94211 3.48004 -0.31663  0.123
F: 5.37748 0.66765 2.99110  -0.121
H: 5.22892 -1.16624 1.99056  0.120
H: 3.01350 -4.38989 -4.27344  0.088
C: -1.02543 4.70374 1.31451  -0.204
H: 5.02272 -2.08178 -0.37144  0.083
C: 4.02015 -2.01967 -0.90323  -0.046
C: 1.67746 -0.70879 -1.29090  -0.143
N: 1.63711 -6.14190 -2.29825  0.066
H: -2.84891 3.26157 1.29205  0.104
H: 3.09011 1.23666 0.28883  0.101
H: 6.91223 -0.30467 1.81027  0.118
H: 5.33665 1.62398 0.61747  0.117
H: 3.11137 3.03908 2.03135  0.062
C: -1.32999 -0.81308 -1.96374  -0.391
H: -6.80094 -2.00363 0.06620  0.105
H: 5.72193 0.07710 -0.44500  0.116
C: 3.07373 -0.81936 -0.56764  -0.086
H: 3.20166 -0.10450 1.53276  0.127
H: 0.11467 2.25432 0.87224  0.088
C: 5.19428 0.48415 0.48246  -0.161
H: -3.36050 -1.77085 -2.63081  0.099
S: 4.93816 -4.44760 -2.19084  0.706
H: 1.42432 -3.59019 -4.69805  0.103
H: -0.41787 3.58934 3.27037  0.103

Cartesian forces, eV/Å:
0.3 0.4 0.0
-1.3 -1.7 -1.2
-1.3 0.3 -1.3
0.6 0.0 0.2
0.8 1.9 2.2
2.0 -2.0 -2.7
-1.1 -0.4 -1.0
1.6 0.8 -0.4
-0.1 0.4 0.6
-0.5 -0.4 1.7
-1.7 -0.4 -0.2
-0.5 1.1 0.8
2.1 0.2 1.7
0.1 0.6 1.5
0.2 0.8 -1.3
-0.8 -1.1 -1.1
0.0 1.0 -0.2
1.3 -0.9 -1.3
0.2 0.1 0.3
0.9 0.5 0.3
3.9 1.2 0.2
0.2 0.4 0.2
1.1 1.5 2.3
1.1 1.1 0.2
-4.7 0.2 0.8
0.5 -0.4 1.7
1.5 0.7 0.7
-1.1 -0.9 0.8
0.7 -0.3 -0.8
-0.5 -0.3 -1.6
0.4 1.8 0.0
-0.2 -1.7 0.6
1.3 -1.2 -0.4
-0.1 0.2 -1.1
-0.4 -0.5 -1.5
0.5 -1.3 -1.2
-3.1 3.2 0.3
0.3 -1.0 0.9
-1.0 -2.7 0.2
0.1 1.4 -0.8
0.2 -1.6 -0.9
-0.2 -0.8 0.3
-0.5 -0.4 -1.3
-0.7 1.3 0.9
0.0 -0.2 1.8
0.9 -1.2 -1.9
1.2 1.5 0.1
-1.7 0.4 0.7
-0.6 0.1 1.1
-1.5 0.1 -0.8
-2.7 0.3 -1.6
3.5 -2.8 -0.4
-1.7 1.8 -2.8
1.5 0.5 -0.5
0.8 -1.6 0.3
-1.5 0.4 0.5
0.0 -1.8 -0.6
-1.2 -0.1 1.1
-1.0 1.5 2.2
1.8 -0.3 -0.5
-0.8 0.6 1.4
0.0 -2.9 -2.2
0.9 0.5 -1.2
-1.4 -0.4 0.3
-0.4 0.3 2.2
1.1 1.1 1.0
-0.4 0.7 0.1
0.7 -0.8 1.5
0.5 1.1 -1.0

=====

No. 4
The following is a quantum chemistry calculation of an isolated molecule of C5H7NO at a distorted geometry, from the OMol25 dataset.

Calculated values
Gap between HOMO and LUMO, eV: 9.82
Energy above the lowest of the compared OMol25 structures with the same formula, charge and spin, kcal/mol: 98.97
SMILES string: OCC#C[C@H]1CN1

Each line ends with the Löwdin charge.
Atoms and positions in Å:
H: 0.08146 1.03863 -2.28256  0.097
H: 0.73187 1.80319 2.16964  0.096
H: -1.71001 0.43335 2.56926  0.127
H: 0.87806 -1.81466 -2.66482  0.100
C: 0.53739 -0.49607 -1.04439  -0.388
H: -0.85732 -1.17020 -2.54117  0.109
H: -0.13114 -0.26808 3.06373  0.130
C: -0.63767 0.44662 2.40017  -0.280
H: 1.38277 -0.88173 -0.50263  0.136
C: 0.20056 -1.03429 -2.35249  -0.149
C: -0.57486 -0.02005 1.05724  -0.006
N: 0.78909 0.30404 -2.23097  0.038
O: -0.17506 1.77698 2.50450  -0.043
C: -0.51514 -0.11773 -0.14550  0.034

Cartesian forces, eV/Å:
0.1 -0.3 -0.1
-0.2 0.0 0.0
-0.2 0.3 0.9
-0.1 0.1 -0.6
-0.3 0.0 -0.1
0.1 0.1 -0.3
-0.2 0.3 0.1
-0.5 -0.1 0.2
0.5 0.0 -0.3
0.0 -0.4 -0.2
-0.4 0.2 -0.6
0.0 0.0 -0.3
0.3 0.1 0.4
0.8 -0.2 0.9